A structure of composition C27H37F3MgN3OPSb. Source: the Open Molecules 2025 dataset; level of theory: ωB97M-V/def2-TZVPD.

Computed properties:
charge = +3
maximum force = 0.63 eV/A
DFT total energy = -2371.0919 hartree
HOMO = -15.95 eV
frontier orbital gap = 7.896 eV

Last column: natural (NBO) charge in e.
Element x y z (Å)
Sb1 1.5659 -0.2827 1.0704  0.9557
P1 0.4267 -0.9246 -3.9941  1.9250
Mg1 -0.3676 -0.2003 -0.9019  1.6339
F1 1.0411 5.6547 2.8105  -0.2804
F2 7.3695 -2.0828 2.0139  -0.2801
F3 -1.5800 -3.7889 5.1028  -0.2894
O1 -0.4656 -0.3752 -2.8439  -1.3075
N1 -3.2227 0.8147 -3.0213  -0.7003
N2 -1.1056 1.7657 -0.4988  -1.0057
N3 -2.2382 -1.1577 -0.3369  -0.9863
C1 0.4666 -1.3951 2.4877  -0.4122
C2 -2.9362 0.8613 0.9215  -0.4381
C3 4.5661 -0.3447 0.6149  -0.1985
C4 -0.9237 -3.3415 2.9086  -0.3061
C5 0.4902 -1.1306 3.8549  -0.1966
C6 0.2623 3.4583 2.9909  -0.2213
C7 1.1522 4.3807 2.4618  0.4175
C8 1.2941 -2.3942 -3.4535  -1.0210
C9 -3.5074 2.3535 -1.0313  -0.4451
C10 0.3931 2.1256 2.6273  -0.2687
C11 -0.9132 -3.0178 4.2553  0.5137
C12 3.7996 -1.8959 2.3012  -0.1996
C13 3.5283 -0.9194 1.3475  -0.3877
C14 -4.0837 1.1893 -1.8202  -0.0441
C15 -0.5975 -1.3413 -5.4043  -1.0125
C16 5.1041 -2.2991 2.5298  -0.2539
C17 -4.4112 -0.0102 -0.9426  -0.4537
C18 -0.2055 -1.9307 4.7458  -0.2748
C19 1.3978 1.7182 1.7500  -0.4193
C20 -2.4726 2.0225 0.0503  -0.0578
C21 5.8743 -0.7323 0.8376  -0.2622
C22 2.1577 4.0127 1.5842  -0.2442
C23 6.1178 -1.7061 1.7958  0.4535
C24 -3.4084 -0.3722 0.1591  -0.0549
C25 -0.2258 -2.5193 2.0372  -0.2484
C26 1.6278 0.3035 -4.4899  -1.0113
C27 2.2678 2.6794 1.2299  -0.2187
H1 3.0065 -2.3519 2.8808  0.2307
H2 2.1001 -2.1413 -2.7625  0.2721
H3 -3.0630 1.6454 -3.6005  0.4442
H4 -3.7434 0.1503 -3.6026  0.4445
H5 -1.8992 -1.6861 0.4674  0.4175
H6 0.0211 -1.7593 -6.1960  0.2946
H7 4.3738 0.4118 -0.1378  0.2070
H8 6.7006 -0.3043 0.2928  0.2578
H9 1.1375 1.1698 -4.9269  0.2740
H10 -0.4587 1.9752 0.2682  0.4287
H11 -1.4389 -4.2316 2.5772  0.2547
H12 3.0698 2.3977 0.5561  0.2230
H13 -5.3353 0.2671 -0.4276  0.2783
H14 -0.4902 3.7861 3.6912  0.2485
H15 -2.5632 -1.8862 -0.9738  0.3999
H16 -3.7761 1.2192 1.5234  0.2625
H17 1.7345 -2.9009 -4.3108  0.2946
H18 -0.1919 -1.7425 5.8071  0.2646
H19 -1.0899 -0.4528 -5.8003  0.2641
H20 -0.1810 -2.8110 0.9852  0.1940
H21 -1.3461 -2.0859 -5.1283  0.2696
H22 -3.1674 3.1543 -1.6892  0.2357
H23 -2.3975 2.9121 0.6906  0.2366
H24 -4.9996 1.5245 -2.3198  0.2510
H25 -4.3699 2.7754 -0.5069  0.2756
H26 1.0771 -0.3115 4.2528  0.2393
H27 -3.9498 -1.0194 0.8624  0.2356
H28 0.6034 -3.0892 -2.9716  0.2675
H29 -2.2932 0.3892 -2.8425  0.4598
H30 -2.1635 0.5852 1.6431  0.2333
H31 2.2205 0.6213 -3.6326  0.2655
H32 -0.2958 1.4085 3.0561  0.2250
H33 -4.6831 -0.8806 -1.5418  0.2359
H34 5.3481 -3.0522 3.2621  0.2611
H35 2.3013 -0.1222 -5.2301  0.2905
H36 2.8398 4.7605 1.2097  0.2614
H37 -0.8758 2.4979 -1.1753  0.4029